Entry 1:
# C26H81O28

16 unconnected molecules or ions with the total composition C26H81O28 in a non-equilibrium geometry (ωB97M-V/def2-TZVPD, OMol25).

Structure (XYZ):
```
135
Properties=species:S:1:pos:R:3
O -7.4466 1.7256 -2.6406
O -2.2110 1.5884 -4.4529
O -1.6555 -5.0294 -2.6068
O 3.4143 0.9388 -0.2561
O -0.7060 -4.6185 0.1130
O -1.3759 0.0107 -0.1496
O -6.3167 -0.8824 0.7808
O -2.5081 3.8057 -1.3890
O 4.7040 1.4999 -3.9798
O 5.4527 1.4619 2.7338
O -3.1630 -1.8247 5.4007
O -0.6194 -3.0690 -4.4364
O 1.0549 1.0426 3.0437
O -1.9448 -0.8935 -3.1449
O 4.3783 -0.6835 4.3217
O 4.3685 -3.1150 -1.3555
O 2.1126 1.3660 -3.3769
O -5.2612 2.4469 1.7688
O -2.6233 1.1474 1.9890
O 0.7878 -3.7326 2.5537
O -4.3338 -0.7913 3.0741
O 0.2165 3.3863 -0.4880
O 1.5535 -1.4941 3.9188
O 5.0724 2.9804 -1.4732
O 0.3467 -0.2399 -1.6059
O 0.7381 0.5041 0.3765
O -0.9293 0.0626 6.4811
O 3.4619 -0.8037 -5.0386
C -1.8299 2.6511 -3.5214
C 0.2702 -3.7391 -3.6035
C 2.0612 -0.6810 -4.6796
C -6.3480 0.7774 -2.6225
C 5.5950 2.5646 -3.7649
C 0.8394 2.3829 3.3132
C 5.2161 1.1993 1.4249
C 2.1693 -1.2613 5.2202
C -3.9665 3.0293 1.3771
C -0.0321 0.0487 -0.4616
C -2.8217 2.8284 -2.3581
C -4.9607 -1.2159 0.7068
C -2.9764 -1.5453 -2.3430
C 1.1757 -3.4883 1.2174
C 6.1430 2.5691 -2.3354
C -0.0775 -3.3731 0.3141
C 3.3063 -0.2214 5.0874
C -4.4535 -1.8031 2.0730
C 3.6408 -1.9378 -1.6532
C 3.7390 1.0673 1.1578
C -2.7229 2.5268 2.1782
C -0.3779 -5.0669 -3.2332
C 1.2823 4.3021 -0.2948
C 1.6779 0.8017 -4.6466
C -1.3683 -0.2068 5.1605
C -1.7997 -1.6780 4.9270
H -3.1241 -2.0009 6.3436
H 0.7900 0.8865 2.1343
H -1.3344 -2.7584 -3.8762
H 5.6870 0.2289 1.2675
H 1.1685 3.0406 2.5088
H 0.5617 2.5304 -0.2239
H 1.5782 1.0718 -2.6356
H 2.0852 1.3948 -5.4654
H 1.7296 -4.3378 0.8178
H 3.1975 1.9360 1.5324
H -2.8740 2.6925 3.2448
H -5.0619 -2.6543 2.3784
H -4.2661 -0.4466 0.3692
H -0.7559 -2.6232 0.7209
H -1.1829 -0.6298 -2.6237
H -1.4501 0.3994 0.7251
H -4.0988 4.1107 1.4120
H 4.4366 -1.6026 4.5926
H -3.3949 -0.8557 -1.6099
H -2.6285 -2.4776 -1.8981
H 3.3981 0.1390 1.6162
H 3.0409 0.8056 4.8363
H 6.3957 2.6106 -4.5031
H -5.7061 0.8730 -3.4983
H 5.2964 0.6192 3.1662
H 1.4538 -0.8779 5.9476
H 1.8263 -2.6301 1.0491
H -3.3836 0.6654 2.3225
H -1.1354 -2.2923 5.5349
H 3.8875 1.8078 -3.5797
H 3.5189 -1.3789 -0.7254
H 1.2201 2.7533 4.2651
H -6.8358 -1.6372 0.4935
H -1.5764 -1.8933 3.8821
H 5.5761 1.9889 0.7653
H -6.7291 -0.2307 -2.7856
H 5.0079 3.4641 -3.9498
H 0.5994 0.9297 -4.7390
H -2.9060 1.8934 -1.8042
H 2.5053 0.6326 -0.2950
H -3.4482 -2.1712 1.8679
H -2.2140 0.4698 5.0377
H -0.5707 0.1181 4.4924
H -0.8213 -5.0431 0.9662
H 1.8189 -1.0712 -3.6911
H -7.1258 2.6244 -2.7448
H -4.9325 -2.0565 0.0136
H 0.9200 5.2328 -0.7312
H 2.0395 3.8668 -0.9469
H -5.9806 2.9846 1.4297
H 1.2433 -3.8508 -4.0816
H 3.9587 -3.7842 -1.9085
H 0.1773 -2.9945 -0.6757
H -3.9957 -1.1507 3.8976
H -1.7745 2.9454 1.8413
H 4.5579 2.1910 -1.2895
H 1.4201 -1.2051 -5.3884
H -3.7926 -1.8704 -2.9883
H 1.5997 4.5273 0.7234
H 3.9186 -0.1044 5.9815
H -3.9408 2.7356 0.3278
H -0.9466 1.0026 6.6752
H 6.5318 1.5731 -2.1236
H -0.8300 2.5183 -3.1083
H 2.4472 -2.2328 5.6290
H 0.4513 -3.0686 -2.7634
H -1.7498 3.5878 -4.0731
H -5.8065 0.8628 -1.6803
H 4.1689 -1.2451 -2.3084
H -1.6840 3.5598 -0.9623
H 2.6286 -2.2307 -1.9321
H -0.2445 2.4972 3.3026
H 3.8685 -0.0348 -4.6323
H -2.3606 0.7959 -3.9321
H -1.4295 -4.9633 -1.6761
H -0.5423 -5.6471 -4.1412
H 1.4267 -0.6024 3.5868
H -3.8375 2.9971 -2.7155
H 6.9235 3.3213 -2.2212
H 1.0884 -2.9740 3.0596
H 0.3734 -5.5778 -2.6311
```

Properties
- Frontier orbital gap: 9.049 eV
- Spin multiplicity: 1
- Highest occupied orbital energy: -7.186 eV
- Net charge: -1
- Energy: -3145.83826 hartree

=====

Entry 2:
# C4H6O2

A molecular structure, C4H6O2 (ωB97M-V/def2-TZVPD, OMol25).

Structure (XYZ):
```
12
Properties=species:S:1:pos:R:3
O -2.5365 -0.3987 0.8214
O 0.7475 1.6651 0.8095
C -0.5030 -0.1814 -0.3305
C 1.1760 -0.4615 -0.3428
C 0.6028 1.0172 -0.2466
C -1.3393 -0.2605 0.8951
H 0.6369 1.4658 -1.2551
H -0.8034 -0.0964 1.8455
H 1.7164 -0.6886 0.5710
H 1.5581 -0.8033 -1.2994
H 0.2469 -1.2646 -0.1841
H -0.9576 -0.4141 -1.2888
```

Properties
- Frontier orbital gap: 8.784 eV
- Spin multiplicity: 1
- Energy above the lowest of the compared OMol25 structures with the same formula, charge and spin: 485.6 kJ/mol
- Highest occupied orbital energy: -8.525 eV
- Net charge: 0
- Energy: -306.32136 hartree

=====

Entry 3:
# C6H14N2O2

2 unconnected molecules or ions with the total composition C6H14N2O2 in a non-equilibrium geometry (ωB97M-V/def2-TZVPD, OMol25).

Structure (XYZ):
```
24
Properties=species:S:1:pos:R:3
O -1.3580 -2.6531 -0.0690
O 0.2377 1.3465 0.3113
N 2.1772 0.9668 -0.7716
N -1.7752 -0.7695 1.1316
C 1.2445 3.1873 -0.7974
C -1.4957 -1.4721 2.3712
C 1.1541 1.7432 -0.3725
C -1.3506 -0.5738 -1.2490
C 2.2363 -0.4672 -0.4616
C -1.4994 -1.4495 -0.0234
H 1.4920 3.8099 0.0360
H -2.2888 -2.2103 2.5036
H -1.7327 -1.0730 -2.1204
H -0.5448 -2.0162 2.3969
H 3.2220 -0.8010 -0.7685
H 1.8989 3.4349 -1.6316
H 1.3306 -0.9495 -0.8131
H -2.0293 0.2815 -1.2013
H 2.2260 -0.5397 0.6283
H -0.3199 -0.2892 -1.3371
H 2.7828 1.2923 -1.5064
H 0.2357 3.4967 -1.0804
H -1.3586 0.1518 1.1322
H -1.4815 -0.7648 3.1914
```

Properties
- SMILES: CNC(C)=O.CNC(C)=O
- Frontier orbital gap: 9.854 eV
- Spin multiplicity: 1
- Energy above the lowest of the compared OMol25 structures with the same formula, charge and spin: 68.9 kJ/mol
- Highest occupied orbital energy: -9.211 eV
- Net charge: 0
- Energy: -497.03130 hartree

=====

Entry 4:
# C15H19MgN3O3S

A molecular structure, C15H19MgN3O3S in a non-equilibrium geometry (ωB97M-V/def2-TZVPD, OMol25).

Structure (XYZ):
```
42
Properties=species:S:1:pos:R:3
S 3.7799 0.5464 -1.6194
Mg -1.0480 -0.9050 0.2693
O 5.0317 -0.1411 -1.5203
O 0.5511 -0.8274 -0.5110
O 3.6368 1.4948 -2.6919
N -1.8483 -2.3760 -1.0519
N 2.4876 -0.5030 -1.6478
N -1.9620 0.6903 -0.8830
C -0.2592 -0.4955 3.1923
C -1.4550 0.1292 2.8405
C -1.7041 0.5011 -2.3103
C 2.0243 0.9178 0.1757
C 3.2901 1.4029 -0.1007
C -1.6413 -2.0509 -2.4580
C 3.8181 2.4575 0.6088
C -0.2834 -1.8016 2.7260
C 1.6483 -0.2209 -0.7078
C -1.5071 -2.0230 2.0700
C 3.0379 3.0213 1.6162
C -2.3689 -0.7662 -2.8369
C 1.2354 1.4873 1.1580
C 1.7605 2.5473 1.8804
C -2.2443 -0.7872 2.1326
H 3.4243 3.8568 2.1860
H -2.9619 0.8255 -0.7431
H -2.8185 -2.6477 -0.9019
H -2.3957 -0.7039 -3.9243
H -2.0040 -2.8643 -3.1030
H 4.8048 2.8373 0.3902
H -1.9588 -2.9947 1.9004
H 0.5542 -0.0457 3.7420
H 0.4890 -2.5380 2.8771
H -3.3097 -0.6931 1.9611
H -1.5110 1.5520 -0.5834
H -0.6240 0.4322 -2.4474
H -3.4037 -0.8121 -2.4819
H -0.5678 -1.9244 -2.6066
H -1.2748 -3.1807 -0.8121
H -2.0795 1.3595 -2.8857
H 0.2393 1.0982 1.3443
H -1.7513 1.1354 3.1023
H 1.1706 3.0091 2.6572
```

Properties
- Frontier orbital gap: 8.045 eV
- Spin multiplicity: 1
- Highest occupied orbital energy: -8.212 eV
- Net charge: 0
- Energy: -1571.33124 hartree

=====

Entry 5:
# C2H7NP2S

A molecular structure, C2H7NP2S in a non-equilibrium geometry (ωB97M-V/def2-TZVPD, OMol25).

Structure (XYZ):
```
13
Properties=species:S:1:pos:R:3
S 0.0620 -1.1439 2.2524
P 0.0724 0.9234 -1.6567
P 2.2781 -0.4238 -0.0343
N 0.6864 -0.0481 -0.4352
C -0.5206 -0.4194 0.9827
C -1.8110 0.1061 0.5626
H -1.6056 0.6048 -0.3756
H 0.0154 0.0023 -2.8051
H 1.2233 1.4891 -2.1272
H 2.4238 0.3607 1.2956
H 1.8968 -1.5347 0.6316
H -2.1783 0.7531 1.3740
H -2.5428 -0.6695 0.3352
```

Properties
- Frontier orbital gap: 8.290 eV
- Spin multiplicity: 1
- Energy above the lowest of the compared OMol25 structures with the same formula, charge and spin: 220.9 kJ/mol
- Highest occupied orbital energy: -8.579 eV
- Net charge: 0
- Energy: -1215.93375 hartree

=====

> Which formula does entry 2 have?

C4H6O2

=====

What did the fifth record say?
# C2H7NP2S

A molecular structure, C2H7NP2S in a non-equilibrium geometry (ωB97M-V/def2-TZVPD, OMol25).

Structure (XYZ):
```
13
Properties=species:S:1:pos:R:3
S 0.0620 -1.1439 2.2524
P 0.0724 0.9234 -1.6567
P 2.2781 -0.4238 -0.0343
N 0.6864 -0.0481 -0.4352
C -0.5206 -0.4194 0.9827
C -1.8110 0.1061 0.5626
H -1.6056 0.6048 -0.3756
H 0.0154 0.0023 -2.8051
H 1.2233 1.4891 -2.1272
H 2.4238 0.3607 1.2956
H 1.8968 -1.5347 0.6316
H -2.1783 0.7531 1.3740
H -2.5428 -0.6695 0.3352
```

Properties
- Frontier orbital gap: 8.290 eV
- Spin multiplicity: 1
- Energy above the lowest of the compared OMol25 structures with the same formula, charge and spin: 220.9 kJ/mol
- Highest occupied orbital energy: -8.579 eV
- Net charge: 0
- Energy: -1215.93375 hartree

=====

Please write out number 2 again, unchanged.
# C4H6O2

A molecular structure, C4H6O2 (ωB97M-V/def2-TZVPD, OMol25).

Structure (XYZ):
```
12
Properties=species:S:1:pos:R:3
O -2.5365 -0.3987 0.8214
O 0.7475 1.6651 0.8095
C -0.5030 -0.1814 -0.3305
C 1.1760 -0.4615 -0.3428
C 0.6028 1.0172 -0.2466
C -1.3393 -0.2605 0.8951
H 0.6369 1.4658 -1.2551
H -0.8034 -0.0964 1.8455
H 1.7164 -0.6886 0.5710
H 1.5581 -0.8033 -1.2994
H 0.2469 -1.2646 -0.1841
H -0.9576 -0.4141 -1.2888
```

Properties
- Frontier orbital gap: 8.784 eV
- Spin multiplicity: 1
- Energy above the lowest of the compared OMol25 structures with the same formula, charge and spin: 485.6 kJ/mol
- Highest occupied orbital energy: -8.525 eV
- Net charge: 0
- Energy: -306.32136 hartree